[1]
Here is 2 unconnected molecules or ions with the total composition C6H11FSi from the OMol25 dataset. Energies are from wB97M-V/def2-TZVPD.

Each line ends with the Mulliken charge.
Cartesian coordinates (Å):
1 C -3.60 -1.29 -1.48  0.1877
2 C -2.95 -1.07 -0.48  -0.6671
3 C -1.40 2.09 0.12  -1.0227
4 C 2.69 -1.78 0.09  -0.9841
5 C -1.27 1.06 1.30  -0.7408
6 C 1.78 -1.15 -0.88  -0.7440
7 F -1.62 -1.76 1.75  -0.2946
8 Si -1.47 -0.70 0.52  0.3121
9 H -4.11 -1.62 -2.33  0.3966
10 H -1.64 3.03 0.62  0.3305
11 H -0.36 2.33 -0.31  0.2470
12 H -2.17 1.83 -0.59  0.3457
13 H 2.64 -1.55 1.05  0.3394
14 H 2.53 -2.81 -0.09  0.2897
15 H 3.71 -1.65 -0.14  0.3682
16 H -1.93 1.36 2.04  0.4904
17 H -0.36 1.28 1.81  0.3949
18 H 1.60 -1.24 -1.93  0.3948
19 H 1.46 -0.18 -0.62  0.3561

Its lowest unoccupied orbital energy (spin up / spin down) is -0.63 / 0.47 eV. As for the orbital gap (spin up / spin down): 0.276 / 0.298 Eh. For the energy above the lowest of the compared OMol25 structures with the same formula, charge and spin, the calculation gives 94.5 kcal per mole. Its energy is -624.41643 Ha.

***

[2]
Here is a molecular structure, C6H11I2NO2 from the OMol25 dataset. Energies are from wB97M-V/def2-TZVPD.

Each line ends with the Mulliken charge.
Cartesian coordinates (Å):
1 C 0.71 -1.72 0.96  0.3644
2 C -0.62 2.50 0.34  -1.4984
3 C 1.49 1.32 -0.27  -1.3741
4 C 0.13 -1.40 -0.42  0.0518
5 C 0.10 1.16 0.35  0.7537
6 C -0.71 0.06 -0.32  -1.0002
7 N -0.81 -2.43 -0.78  -0.5469
8 O -0.08 -2.45 1.73  -0.4334
9 O 1.80 -1.36 1.31  -0.5729
10 I -1.21 0.56 -2.39  0.2277
11 I -2.55 -0.35 0.75  0.2383
12 H -0.69 2.90 -0.67  0.3372
13 H -1.63 2.43 0.75  0.3193
14 H -0.06 3.22 0.94  0.4230
15 H 2.12 0.46 -0.05  0.3270
16 H 1.44 1.46 -1.35  0.2720
17 H 1.96 2.20 0.16  0.4470
18 H 0.95 -1.23 -1.13  0.4602
19 H 0.23 0.85 1.39  0.3908
20 H -0.91 -2.67 1.27  0.3735
21 H -0.35 -3.32 -0.93  0.2341
22 H -1.32 -2.19 -1.63  0.2059

Its lowest unoccupied orbital energy is -0.27 eV. As for the orbital gap: 0.335 Eh. For the energy above the lowest of the compared OMol25 structures with the same formula, charge and spin, the calculation gives 0.0 kcal per mole. Its energy is -1035.85922 Ha.

***

[3]
Here is a molecular structure, C6H11I3N from the OMol25 dataset. Energies are from wB97M-V/def2-TZVPD.

Each line ends with the Mulliken charge.
Cartesian coordinates (Å):
1 C 1.01 0.34 0.06  -0.1756
2 C -0.52 -0.75 -0.07  -0.2820
3 C 1.48 2.45 -1.28  -1.1904
4 C -2.38 -1.88 1.28  -1.1147
5 C 1.64 0.93 -1.24  -0.2550
6 C -1.47 -0.68 1.06  -0.6202
7 N 0.88 -1.16 0.25  -0.0269
8 I 1.51 1.40 1.77  0.3053
9 I -1.28 -1.03 -2.03  0.3697
10 I -2.74 1.11 0.66  0.1916
11 H 2.10 2.98 -0.52  0.4021
12 H 0.41 2.85 -1.21  0.2482
13 H 1.90 2.66 -2.29  0.3576
14 H -2.84 -1.80 2.32  0.3598
15 H -1.70 -2.89 1.35  0.2789
16 H -3.12 -1.97 0.48  0.3794
17 H 2.64 0.72 -1.30  0.3684
18 H 1.14 0.57 -2.10  0.2044
19 H -0.98 -0.57 2.04  0.4320
20 H 1.20 -1.95 -0.42  0.4106
21 H 1.13 -1.33 1.17  0.3570

Its lowest unoccupied orbital energy is -4.14 eV. As for the net charge: +1. As for the orbital gap: 0.316 Eh. For the energy above the lowest of the compared OMol25 structures with the same formula, charge and spin, the calculation gives 0.0 kcal per mole. Its energy is -1182.68976 Ha.

***

[4]
Here is 2 unconnected molecules or ions with the total composition C6H11IN2 from the OMol25 dataset. Energies are from wB97M-V/def2-TZVPD.

Each line ends with the Mulliken charge.
Cartesian coordinates (Å):
1 I -9.19 -2.43 7.34  -0.7339
2 C -9.19 1.48 8.22  -1.0522
3 C -9.99 1.57 6.95  -0.3231
4 N -9.12 1.52 5.73  0.1995
5 C -9.17 2.21 4.55  -0.2393
6 C -8.20 1.71 3.74  -0.5186
7 N -7.53 0.76 4.48  0.1454
8 C -8.17 0.59 5.63  -0.1148
9 C -6.37 0.04 4.01  -0.8979
10 H -9.90 1.60 9.04  0.3521
11 H -8.42 2.25 8.32  0.3332
12 H -8.73 0.50 8.34  0.2814
13 H -10.49 2.54 6.84  0.3247
14 H -10.74 0.80 6.83  0.2589
15 H -9.85 3.02 4.35  0.4012
16 H -7.73 2.08 2.85  0.4031
17 H -7.88 -0.11 6.39  0.1589
18 H -6.49 -0.41 3.03  0.3499
19 H -6.19 -0.76 4.73  0.3228
20 H -5.50 0.69 4.00  0.3490

Its lowest unoccupied orbital energy is 0.21 eV. As for the orbital gap: 0.256 Eh. For the energy above the lowest of the compared OMol25 structures with the same formula, charge and spin, the calculation gives 0.0 kcal per mole. Its energy is -642.41858 Ha.